C36H53AlNSbSe4Si as an isolated structure in a non-equilibrium geometry. Source: the OMol25 dataset; level of theory: ωB97M-V with the def2-TZVPD basis set.

The geometry in ORCA input format:
```
! wB97M-V def2-TZVPD RIJCOSX def2/J DEFGRID3
* xyz -2 1
Al -0.512 -1.144 -0.339
C -1.444 -0.748 1.801
C -0.361 -1.747 1.816
C 0.765 -1.053 2.403
C 0.334 0.224 2.746
C -1.019 0.408 2.463
C -1.848 1.503 3.106
C -1.781 1.258 4.628
C -3.326 1.464 2.703
C -1.280 2.903 2.838
C 2.215 -1.410 2.735
C 2.374 -1.676 4.243
C 2.757 -2.622 1.983
C 3.147 -0.219 2.426
C -0.790 -3.212 2.048
C -0.055 -4.272 1.213
C -0.598 -3.516 3.546
C -2.285 -3.406 1.752
H -2.485 -0.990 1.655
H 0.947 0.976 3.212
H -2.211 0.289 4.876
H -2.340 2.027 5.160
H -0.750 1.273 4.976
H -3.775 0.508 2.971
H -3.463 1.625 1.636
H -3.870 2.249 3.233
H -0.265 2.974 3.222
H -1.894 3.659 3.329
H -1.254 3.120 1.776
H 1.859 -2.580 4.547
H 1.978 -0.851 4.831
H 3.433 -1.794 4.476
H 2.323 -3.536 2.372
H 3.838 -2.688 2.108
H 2.537 -2.546 0.923
H 2.993 0.598 3.125
H 2.988 0.169 1.426
H 4.188 -0.533 2.508
H 0.941 -3.964 0.927
H -0.600 -4.461 0.295
H -0.002 -5.214 1.758
H 0.433 -3.787 3.754
H -1.243 -4.345 3.838
H -0.849 -2.650 4.154
H -2.522 -3.073 0.741
H -2.916 -2.876 2.465
H -2.526 -4.467 1.810
C 1.370 -0.602 -0.862
Si 1.223 0.646 -2.257
C -0.653 0.786 -2.621
N -1.431 0.566 -1.402
C -2.827 0.215 -1.687
C -3.618 1.338 -2.340
C -3.596 2.577 -1.455
C -2.155 2.954 -1.121
C -1.405 1.749 -0.550
C 2.112 2.223 -1.646
C 3.372 2.054 -1.077
C 4.105 3.125 -0.599
C 3.587 4.407 -0.684
C 2.341 4.600 -1.256
C 1.620 3.518 -1.732
C 1.985 0.259 -3.941
C 2.947 1.078 -4.523
C 3.417 0.826 -5.798
C 2.929 -0.257 -6.514
C 1.993 -1.101 -5.939
C 1.533 -0.843 -4.660
H 2.008 -0.200 -0.083
H 1.862 -1.511 -1.221
H -0.889 -0.020 -3.317
H -0.941 1.714 -3.120
H -3.294 -0.084 -0.738
H -2.851 -0.646 -2.353
H -4.637 0.988 -2.509
H -3.192 1.558 -3.321
H -4.139 2.367 -0.529
H -4.088 3.413 -1.955
H -2.133 3.755 -0.378
H -1.651 3.331 -2.013
H -1.863 1.457 0.395
H -0.360 2.004 -0.349
H 3.791 1.060 -1.009
H 5.081 2.962 -0.157
H 4.149 5.251 -0.303
H 1.928 5.599 -1.331
H 0.653 3.688 -2.183
H 3.319 1.928 -3.964
H 4.158 1.484 -6.241
H 3.282 -0.437 -7.523
H 1.599 -1.950 -6.479
H 0.808 -1.508 -4.218
Se -4.449 -1.954 -4.131
Sb -2.764 -3.732 -3.865
Se -1.083 -2.806 -1.800
Se -1.225 -3.827 -5.767
Se -3.715 -5.851 -3.092
*
```

Properties
Highest occupied orbital energy ... -0.0533 Ha
Frontier orbital gap ... 5.1 eV
Electronic energy ... -322086.1344 eV

C36H53AsAuSb2Si3 as an isolated structure. Source: the OMol25 dataset; level of theory: ωB97M-V with the def2-TZVPD basis set.

The geometry in ORCA input format:
```
! wB97M-V def2-TZVPD RIJCOSX def2/J DEFGRID3
* xyz 1 1
Au -1.018 -0.377 0.751
C 2.676 -2.659 -1.054
C 2.297 -3.869 -0.188
C 1.119 -3.614 0.746
Sb -0.718 -2.883 -0.052
C -1.957 -4.591 -0.080
C -3.262 -4.442 -0.545
C -4.079 -5.553 -0.685
C -3.594 -6.814 -0.362
C -2.296 -6.963 0.098
C -1.473 -5.851 0.244
C -0.562 -2.654 -2.154
C -0.279 -3.749 -2.970
C -0.262 -3.605 -4.348
C -0.548 -2.371 -4.921
C -0.852 -1.286 -4.117
C -0.857 -1.427 -2.734
Sb 2.257 -0.712 -0.190
C 4.242 -0.061 0.232
C 4.468 0.686 1.385
C 5.736 1.175 1.672
C 6.788 0.918 0.807
C 6.571 0.175 -0.346
C 5.304 -0.311 -0.633
C 2.078 0.325 -2.050
C 2.706 -0.096 -3.219
C 2.647 0.678 -4.371
C 1.973 1.891 -4.363
C 1.340 2.320 -3.205
C 1.386 1.535 -2.061
H 2.113 -2.646 -1.986
H 3.734 -2.711 -1.313
H 3.142 -4.127 0.454
H 2.124 -4.744 -0.820
H 1.399 -2.841 1.465
H 0.846 -4.494 1.332
H -3.645 -3.464 -0.812
H -5.091 -5.434 -1.046
H -4.231 -7.682 -0.472
H -1.915 -7.944 0.347
H -0.461 -5.993 0.602
H -0.083 -4.724 -2.535
H -0.036 -4.457 -4.976
H -0.538 -2.260 -5.997
H -1.076 -0.325 -4.561
H -1.085 -0.565 -2.113
H 3.654 0.887 2.073
H 5.902 1.755 2.571
H 7.777 1.293 1.030
H 7.389 -0.022 -1.026
H 5.152 -0.873 -1.547
H 3.248 -1.034 -3.249
H 3.132 0.334 -5.275
H 1.947 2.504 -5.254
H 0.815 3.267 -3.193
H 0.871 1.873 -1.166
C -3.179 4.761 0.698
Si -2.811 3.088 -0.015
C -4.339 2.045 -0.215
C -1.907 3.250 -1.631
As -1.401 1.906 1.476
Si -2.642 1.566 3.487
C -3.876 0.227 3.105
C -1.458 0.968 4.796
C -3.515 3.110 4.050
Si 0.573 3.113 1.989
C 0.089 4.740 2.748
C 1.557 3.375 0.436
C 1.534 2.057 3.184
H -3.786 5.324 -0.017
H -2.263 5.324 0.872
H -3.728 4.706 1.637
H -4.774 2.227 -1.200
H -5.096 2.282 0.535
H -4.109 0.981 -0.142
H -2.611 3.611 -2.385
H -1.503 2.295 -1.976
H -1.084 3.964 -1.570
H -3.364 -0.686 2.794
H -4.577 0.507 2.319
H -4.451 0.003 4.007
H -0.633 0.385 4.386
H -2.013 0.325 5.483
H -1.038 1.792 5.374
H -4.445 3.273 3.504
H -2.906 4.009 3.960
H -3.765 2.983 5.106
H -0.245 5.453 1.994
H 0.961 5.169 3.248
H -0.701 4.634 3.492
H 0.953 3.681 -0.419
H 2.112 2.476 0.160
H 2.282 4.169 0.635
H 1.217 2.211 4.215
H 2.593 2.317 3.112
H 1.436 0.995 2.950
*
```

Properties
Highest occupied orbital energy ... -0.3876 Ha
Frontier orbital gap ... 8.3 eV
Electronic energy ... -139428.8220 eV

C36H54F6KN5O4S2Sb as an isolated structure. Source: the OMol25 dataset; level of theory: ωB97M-V with the def2-TZVPD basis set.

The geometry in ORCA input format:
```
! wB97M-V def2-TZVPD RIJCOSX def2/J DEFGRID3
* xyz -1 1
K -0.355 -0.801 -1.230
C -2.654 -0.381 -3.992
N -1.359 0.254 -3.785
C -0.431 -0.194 -4.817
C 1.018 0.125 -4.535
C 1.808 0.777 -5.472
C 3.144 1.008 -5.180
C 3.644 0.583 -3.962
C 2.782 -0.066 -3.086
N 1.503 -0.296 -3.367
C -1.496 1.703 -3.732
C -0.342 2.418 -3.069
C 0.313 3.466 -3.702
C 1.343 4.115 -3.037
C 1.684 3.694 -1.765
C 0.973 2.638 -1.210
N -0.019 2.017 -1.839
C -3.616 -0.250 -2.834
C -4.985 -0.245 -3.079
C -5.859 -0.243 -2.006
C -5.341 -0.238 -0.723
C -3.964 -0.227 -0.576
N -3.116 -0.224 -1.600
H -2.477 -1.448 -4.140
H -3.147 -0.002 -4.905
H -0.704 0.219 -5.804
H -0.515 -1.281 -4.873
H 1.376 1.105 -6.409
H 3.781 1.518 -5.892
H 4.676 0.744 -3.684
H 3.124 -0.414 -2.118
H -2.388 1.926 -3.142
H -1.656 2.123 -4.741
H 0.028 3.754 -4.706
H 1.875 4.931 -3.513
H 2.485 4.159 -1.206
H 1.211 2.265 -0.220
H -5.351 -0.257 -4.098
H -6.930 -0.252 -2.171
H -5.981 -0.252 0.148
H -3.516 -0.234 0.410
F 1.754 -4.062 -2.823
C 0.846 -4.403 -1.904
F 1.114 -5.638 -1.480
F 0.956 -3.565 -0.872
S -0.842 -4.311 -2.644
O -0.994 -2.906 -2.957
O -0.799 -5.254 -3.717
N -1.777 -4.805 -1.491
S -2.588 -3.808 -0.572
O -3.848 -3.403 -1.126
O -1.791 -2.804 0.091
C -3.007 -5.002 0.765
F -3.715 -4.356 1.698
F -3.744 -6.013 0.305
F -1.911 -5.496 1.334
C 1.608 2.522 4.582
C 1.952 1.714 3.335
C 2.975 0.647 3.719
C 2.603 2.621 2.288
Sb 0.224 0.791 2.273
C -0.317 -0.884 3.620
C 0.562 -2.085 3.272
C -0.182 -0.577 5.109
C -1.769 -1.268 3.332
C -1.394 2.309 2.853
C -1.888 2.452 4.287
C -0.900 3.663 2.343
C -2.583 1.932 1.967
H 2.537 2.919 5.016
H 1.128 1.907 5.346
H 0.959 3.371 4.376
H 3.904 1.141 4.039
H 3.178 0.009 2.859
H 2.636 0.025 4.548
H 3.513 3.078 2.703
H 1.941 3.431 1.970
H 2.891 2.028 1.415
H 1.625 -1.866 3.371
H 0.392 -2.418 2.247
H 0.308 -2.919 3.941
H 0.852 -0.400 5.401
H -0.540 -1.440 5.688
H -0.771 0.290 5.411
H -1.942 -1.450 2.268
H -2.473 -0.510 3.679
H -2.007 -2.201 3.860
H -1.094 2.711 4.988
H -2.362 1.536 4.645
H -2.648 3.248 4.345
H -0.095 4.082 2.946
H -1.725 4.391 2.350
H -0.544 3.594 1.309
H -3.043 0.990 2.268
H -2.283 1.840 0.918
H -3.360 2.709 2.021
C 3.835 -2.456 1.338
C 3.544 -1.347 0.327
C 4.690 -0.335 0.312
C 2.219 -0.657 0.639
H 4.765 -2.986 1.103
H 3.021 -3.186 1.349
H 3.920 -2.043 2.347
H 3.558 -1.849 -0.665
H 4.797 0.131 1.295
H 4.491 0.471 -0.404
H 5.646 -0.799 0.043
H 2.014 0.113 -0.129
H 1.411 -1.402 0.588
*
```

Properties
Highest occupied orbital energy ... -0.1029 Ha
Frontier orbital gap ... 4.7 eV
Electronic energy ... -114688.1588 eV
Relative energy (zero: lowest compared OMol25 entry of this formula, charge and spin) ... 1.183 eV

C36H54IN3O2RuSSi2Te as an isolated structure in a non-equilibrium geometry. Source: the OMol25 dataset; level of theory: ωB97M-V with the def2-TZVPD basis set.

The geometry in ORCA input format:
```
! wB97M-V def2-TZVPD RIJCOSX def2/J DEFGRID3
* xyz -1 2
Ru 0.131 -0.390 -0.686
C 2.962 -0.646 5.063
Si 2.617 -2.292 4.258
C 0.999 -3.039 4.800
C 3.969 -3.463 4.835
C 2.825 -2.109 2.400
C 3.891 -2.696 1.728
C 4.110 -2.452 0.378
C 3.258 -1.593 -0.271
N 2.198 -1.027 0.332
C 1.953 -1.299 1.622
S 0.491 -0.595 2.262
H 2.961 -0.735 6.158
H 2.220 0.104 4.775
H 3.950 -0.285 4.754
H 1.049 -3.342 5.855
H 0.777 -3.928 4.195
H 0.170 -2.340 4.675
H 3.883 -3.630 5.917
H 4.970 -3.057 4.636
H 3.892 -4.440 4.337
H 4.567 -3.354 2.269
H 4.920 -2.924 -0.164
H 3.407 -1.333 -1.308
C -1.996 3.874 -1.074
N -2.884 2.730 -0.855
C -4.304 2.983 -0.647
C -2.374 1.520 -0.708
N -1.913 0.479 -0.589
H -2.310 4.412 -1.969
H -0.977 3.518 -1.211
H -2.021 4.542 -0.211
H -4.759 3.373 -1.558
H -4.438 3.711 0.155
H -4.807 2.059 -0.373
C -0.423 1.629 -3.673
Si 0.046 -0.108 -3.074
C -1.263 -1.245 -3.933
C -1.664 -0.732 -5.320
C -0.751 -2.686 -4.049
C -2.524 -1.276 -3.049
C 1.795 -0.407 -3.834
C 2.329 -1.809 -3.477
C 2.708 0.653 -3.186
C 1.861 -0.225 -5.356
H -0.336 1.705 -4.764
H 0.223 2.395 -3.222
H -1.464 1.871 -3.402
H -0.803 -0.613 -5.985
H -2.173 0.236 -5.257
H -2.356 -1.444 -5.794
H 0.065 -2.765 -4.776
H -1.564 -3.346 -4.392
H -0.387 -3.060 -3.087
H -2.991 -0.285 -2.982
H -2.284 -1.599 -2.036
H -3.265 -1.975 -3.467
H 1.983 -2.157 -2.499
H 3.431 -1.812 -3.483
H 2.001 -2.555 -4.204
H 2.622 0.645 -2.094
H 2.445 1.662 -3.526
H 3.760 0.472 -3.453
H 1.280 -0.992 -5.878
H 2.902 -0.303 -5.702
H 1.482 0.756 -5.667
I -4.710 -4.869 3.666
C -3.060 -4.408 2.450
C -2.941 -3.130 1.927
C -1.856 -2.839 1.104
C -0.884 -3.796 0.840
C -1.033 -5.072 1.374
C -2.125 -5.394 2.177
C 0.329 -3.522 -0.053
O 1.298 -4.265 0.084
O 0.233 -2.575 -0.919
H -3.686 -2.374 2.142
H -1.772 -1.865 0.666
H -0.278 -5.813 1.141
H -2.248 -6.396 2.569
C -2.432 6.693 2.996
C -1.613 5.545 2.455
C -0.393 5.757 1.831
C 0.382 4.700 1.349
C 1.699 5.021 0.673
C -0.078 3.378 1.482
Te 1.177 1.830 0.699
C -1.310 3.144 2.122
C -1.866 1.766 2.380
C -2.050 4.234 2.590
H -1.951 7.651 2.792
H -2.561 6.601 4.077
H -3.430 6.711 2.550
H -0.022 6.773 1.714
H 1.937 6.082 0.769
H 1.667 4.763 -0.391
H 2.513 4.437 1.110
H -1.588 1.055 1.609
H -2.955 1.796 2.454
H -1.472 1.374 3.323
H -2.997 4.041 3.089
*
```

Properties
Highest occupied orbital energy (alpha / beta) ... -0.1482 / -0.1659 Ha
Frontier orbital gap (alpha / beta) ... 6.1 / 6.2 eV
Electronic energy ... -91343.5780 eV
<S²> ... 0.785
Relative energy (zero: lowest compared OMol25 entry of this formula, charge and spin) ... 1.788 eV